# C24H32O24

8 unconnected molecules or ions with the total composition C24H32O24 (ωB97M-V/def2-TZVPD, OMol25).

HOMO-LUMO gap (spin up / spin down) ... 2.36 / 10.68 eV
Total energy ... -74544.320 eV
Multiplicity ... 2
HOMO (spin up / spin down) ... -0.337 / -8.669 eV
<S²> ... 0.75
Relative energy (zero: lowest compared OMol25 entry of this formula, charge and spin) ... 3.6 kcal/mol
Charge ... -1

Geometry as XYZ:
```
80
C24H32O24 ωB97M-V/def2-TZVPD
C -4.87531 1.13713 -2.30895
C -4.31802 -0.00900 -1.53480
O -3.25735 0.48037 -0.74537
C -3.16325 1.73350 -0.91506
O -2.39279 2.55023 -0.35356
O -3.85585 2.11167 -2.05477
H -5.89585 1.23416 -1.93857
H -5.08856 0.87552 -3.34537
H -3.91503 -0.74177 -2.23391
H -5.08425 -0.42433 -0.88021
C 0.61244 -0.97587 0.73483
C 0.23548 0.48347 0.80663
O -0.64367 0.54344 1.85198
C -1.29930 -0.62097 1.83986
O -2.34590 -0.79050 2.42957
O -0.63214 -1.56445 1.13781
H 1.52566 -1.25169 1.26213
H 0.76537 -1.24617 -0.31000
H -0.13279 0.95939 -0.10221
H 1.16118 1.01868 1.01817
C 2.23244 4.78115 -0.07056
C 3.42380 4.78252 -0.99318
O 3.19828 3.64403 -1.77125
C 2.04631 2.99976 -1.43367
O 1.64370 1.93829 -1.95987
O 1.60145 3.50530 -0.31132
H 1.59740 5.62685 -0.33440
H 2.49041 4.95990 0.97328
H 4.35555 4.59672 -0.45893
H 3.39981 5.67512 -1.61831
C -5.21744 -0.30993 3.58673
C -5.58577 0.31593 2.27108
O -6.47861 1.34696 2.65712
C -7.06180 1.04855 3.79174
O -8.00919 1.63054 4.26598
O -6.43905 -0.00179 4.31881
H -4.37822 0.18234 4.07814
H -5.10275 -1.39259 3.53402
H -6.13138 -0.32009 1.57402
H -4.71816 0.73201 1.75900
C 5.35066 -1.11234 -1.63858
C 4.64661 -0.32345 -0.54183
O 3.94055 -1.28302 0.14710
C 3.74671 -2.28762 -0.71707
O 2.95552 -3.17618 -0.52427
O 4.53250 -2.20615 -1.76112
H 6.37655 -1.36181 -1.36763
H 5.30220 -0.48266 -2.52698
H 3.87171 0.39736 -0.80270
H 5.29038 0.12496 0.21487
C 1.94427 -1.07945 -3.50146
C 1.05158 -0.32384 -4.49263
O -0.22424 -0.65856 -4.24658
C -0.31516 -1.26901 -3.02758
O -1.36404 -1.74296 -2.53275
O 1.00951 -1.47455 -2.55221
H 2.51819 -0.30399 -2.99414
H 2.42944 -1.88836 -4.04769
H 1.32633 -0.58749 -5.51396
H 1.16171 0.75328 -4.36703
C 1.89479 2.68340 3.28044
C 3.40091 2.92768 3.48474
O 3.76612 1.78841 4.18193
C 2.67973 0.95546 4.33204
O 2.75033 -0.15528 4.84383
O 1.63905 1.55402 3.97954
H 1.79885 2.55600 2.20216
H 1.37091 3.57527 3.62426
H 3.60016 3.84797 4.03380
H 3.88760 2.92552 2.50943
C -1.05366 -4.74391 -0.13481
C 0.21009 -4.94405 -0.91455
O -0.15758 -6.04216 -1.80195
C -1.34211 -6.52170 -1.45222
O -1.79831 -7.53166 -1.96419
O -1.87796 -5.91707 -0.42138
H -1.50282 -3.78693 -0.40040
H -0.71050 -4.80713 0.89783
H 1.04249 -5.27449 -0.29325
H 0.58410 -4.04790 -1.40967
```

=====

# C24H33BiFN3O3S6

A molecular structure, C24H33BiFN3O3S6 (ωB97M-V/def2-TZVPD, OMol25).

HOMO-LUMO gap ... 6.91 eV
Total energy ... -109611.256 eV
HOMO ... -2.404 eV
Relative energy (zero: lowest compared OMol25 entry of this formula, charge and spin) ... 0.0 kcal/mol
Charge ... -2

Geometry as XYZ:
```
71
C24H33BiFN3O3S6 ωB97M-V/def2-TZVPD
Bi -0.61091 -0.41933 1.07270
C 1.65432 3.17839 -1.72749
C 1.38561 2.10067 -0.67485
C 2.40185 0.96364 -0.81454
C 1.38354 2.66874 0.73208
C 2.52492 3.31224 1.20872
C 2.57429 3.81753 2.49326
C 1.47728 3.67417 3.33233
C 0.32317 3.03728 2.89984
C -0.87502 2.87731 3.81351
C -1.86922 4.02346 3.59963
C -0.50434 2.76183 5.28874
C 0.27406 2.54094 1.58077
N -0.90288 1.86052 1.16318
C -1.77880 2.53849 0.35533
C -1.60889 3.85965 -0.09085
C -2.54888 4.47985 -0.90676
C -3.69276 3.81680 -1.31688
C -3.90008 2.50932 -0.87723
C -2.97169 1.92448 -0.05944
F -3.20092 0.67442 0.40049
H 1.57913 2.74511 -2.72751
H 2.65848 3.59844 -1.61729
H 0.93099 3.99160 -1.65612
H 0.39496 1.69132 -0.87881
H 3.42240 1.33522 -0.67927
H 2.32362 0.50908 -1.80452
H 2.24873 0.17208 -0.07784
H 3.38963 3.40436 0.56038
H 3.47400 4.30321 2.85416
H 1.53447 4.04310 4.34871
H -1.37482 1.95288 3.52157
H -1.41153 4.98185 3.86758
H -2.75069 3.87795 4.22964
H -2.19886 4.08349 2.56243
H -0.11577 3.70544 5.68589
H 0.23464 1.97497 5.44570
H -1.39155 2.49709 5.86680
H -0.72331 4.40084 0.21711
H -2.36928 5.50014 -1.22761
H -4.41338 4.29506 -1.96754
H -4.76501 1.92732 -1.16682
S -1.25839 -0.94467 5.85320
C -0.93474 -0.72208 4.23937
S -2.22661 -0.82646 3.06472
S 0.63366 -0.37838 3.60954
C -0.32572 -5.69445 1.65519
C -0.68892 -4.21517 1.69968
N 0.48780 -3.35314 1.68516
C 1.33765 -3.19796 0.62397
S 2.92813 -2.69368 0.90907
N 0.83572 -3.41283 -0.59040
C 1.57377 -3.19626 -1.82465
C 2.35827 -4.43059 -2.24643
H -1.23001 -6.30650 1.66374
H 0.29056 -5.97267 2.51263
H 0.23193 -5.92618 0.74570
H -1.23456 -3.97062 2.61149
H -1.35530 -3.94045 0.88327
H 0.92403 -3.12761 2.56758
H -0.16688 -3.54387 -0.74371
H 2.24219 -2.34786 -1.68382
H 0.82610 -2.92636 -2.56895
H 3.07805 -4.70147 -1.47290
H 2.90353 -4.23560 -3.17342
H 1.68560 -5.27400 -2.41662
O -2.19403 -1.95479 0.15167
S -2.23690 -1.97498 -1.36468
O -1.66519 -3.25803 -1.80432
O -3.57101 -1.72866 -1.86311
S -0.98467 -0.44500 -1.89536
```

=====

# C24H33ClN4O4

A single C24H33ClN4O4 molecule (ωB97M-V/def2-TZVPD, OMol25).

HOMO-LUMO gap ... 9.21 eV
Total energy ... -52098.004 eV
HOMO ... -8.770 eV
Relative energy (zero: lowest compared OMol25 entry of this formula, charge and spin) ... 1.4 kcal/mol
Structure (SMILES) ... CCCCN(C(=O)CCC(=O)Nc1cc(C)on1)[C@@H](C(=O)NC(C)(C)C)c1ccccc1Cl

Geometry as XYZ:
```
66
C24H33ClN4O4 ωB97M-V/def2-TZVPD
C -2.94844 3.46888 -0.45686
C -2.95260 2.32445 -1.46237
C -1.78872 1.37301 -1.20746
H -1.86704 0.96718 -0.19808
H -0.85327 1.93046 -1.26820
C -1.76006 0.23414 -2.22525
N -0.57544 -0.60596 -2.10655
C 0.52028 -0.20358 -2.79081
O 0.47411 0.74724 -3.55679
C 1.81849 -0.99232 -2.65177
C 3.01867 -0.04307 -2.78482
C 3.09414 0.80545 -1.52534
O 3.81802 0.52879 -0.59400
N 2.25277 1.87612 -1.55056
C 1.90478 2.62809 -0.45388
N 0.89203 3.46124 -0.51844
O 0.77698 4.03825 0.70720
C 1.72890 3.54821 1.52191
C 2.49026 2.64729 0.84045
H 3.32284 2.07014 1.17634
C 1.78015 4.04014 2.92085
H 1.91147 5.12090 2.93379
H 0.84764 3.80929 3.43357
H 2.60623 3.56914 3.44427
H 1.63717 1.98559 -2.35041
H 2.89236 0.58226 -3.66849
H 3.93828 -0.62266 -2.86771
H 1.89940 -1.51563 -1.70203
H 1.84166 -1.72650 -3.46257
C -0.50569 -1.61444 -1.06217
C -1.87068 -2.08647 -0.62184
C -2.46100 -1.63358 0.55245
C -3.71079 -2.08077 0.94258
C -4.39348 -2.99749 0.16207
C -3.82515 -3.46588 -1.00917
C -2.57444 -3.01108 -1.39370
Cl -1.89279 -3.60028 -2.87333
H -4.34631 -4.17909 -1.62797
H -5.36899 -3.34887 0.46041
H -4.15133 -1.71052 1.85530
H -1.93325 -0.91856 1.16470
H 0.01858 -2.48951 -1.47166
C 0.32611 -1.07292 0.13181
O 0.69618 0.07815 0.17508
N 0.59089 -2.01317 1.05429
H 0.23985 -2.94540 0.90067
C 1.42398 -1.82068 2.24871
C 2.87476 -1.59939 1.81645
H 2.95440 -0.73032 1.16878
H 3.50420 -1.44008 2.68713
H 3.24658 -2.46700 1.27506
C 0.91278 -0.61986 3.04656
H -0.12348 -0.77334 3.34204
H 1.51473 -0.48908 3.94127
H 0.97980 0.28103 2.44400
C 1.30371 -3.09545 3.08295
H 1.66304 -3.95741 2.52386
H 1.90083 -3.00378 3.98567
H 0.26869 -3.26972 3.37150
H -1.73466 0.65661 -3.23245
H -2.64991 -0.39224 -2.13043
H -2.86778 2.72971 -2.47232
H -3.89766 1.77674 -1.39994
H -3.74762 4.17462 -0.67192
H -1.99748 3.99357 -0.49582
H -3.08764 3.08941 0.55344
```

=====

Question: Number 2 is which compound?
Answer: C24H33BiFN3O3S6

=====

What did the second record say?
# C24H33BiFN3O3S6

A molecular structure, C24H33BiFN3O3S6 (ωB97M-V/def2-TZVPD, OMol25).

HOMO-LUMO gap ... 6.91 eV
Total energy ... -109611.256 eV
HOMO ... -2.404 eV
Relative energy (zero: lowest compared OMol25 entry of this formula, charge and spin) ... 0.0 kcal/mol
Charge ... -2

Geometry as XYZ:
```
71
C24H33BiFN3O3S6 ωB97M-V/def2-TZVPD
Bi -0.61091 -0.41933 1.07270
C 1.65432 3.17839 -1.72749
C 1.38561 2.10067 -0.67485
C 2.40185 0.96364 -0.81454
C 1.38354 2.66874 0.73208
C 2.52492 3.31224 1.20872
C 2.57429 3.81753 2.49326
C 1.47728 3.67417 3.33233
C 0.32317 3.03728 2.89984
C -0.87502 2.87731 3.81351
C -1.86922 4.02346 3.59963
C -0.50434 2.76183 5.28874
C 0.27406 2.54094 1.58077
N -0.90288 1.86052 1.16318
C -1.77880 2.53849 0.35533
C -1.60889 3.85965 -0.09085
C -2.54888 4.47985 -0.90676
C -3.69276 3.81680 -1.31688
C -3.90008 2.50932 -0.87723
C -2.97169 1.92448 -0.05944
F -3.20092 0.67442 0.40049
H 1.57913 2.74511 -2.72751
H 2.65848 3.59844 -1.61729
H 0.93099 3.99160 -1.65612
H 0.39496 1.69132 -0.87881
H 3.42240 1.33522 -0.67927
H 2.32362 0.50908 -1.80452
H 2.24873 0.17208 -0.07784
H 3.38963 3.40436 0.56038
H 3.47400 4.30321 2.85416
H 1.53447 4.04310 4.34871
H -1.37482 1.95288 3.52157
H -1.41153 4.98185 3.86758
H -2.75069 3.87795 4.22964
H -2.19886 4.08349 2.56243
H -0.11577 3.70544 5.68589
H 0.23464 1.97497 5.44570
H -1.39155 2.49709 5.86680
H -0.72331 4.40084 0.21711
H -2.36928 5.50014 -1.22761
H -4.41338 4.29506 -1.96754
H -4.76501 1.92732 -1.16682
S -1.25839 -0.94467 5.85320
C -0.93474 -0.72208 4.23937
S -2.22661 -0.82646 3.06472
S 0.63366 -0.37838 3.60954
C -0.32572 -5.69445 1.65519
C -0.68892 -4.21517 1.69968
N 0.48780 -3.35314 1.68516
C 1.33765 -3.19796 0.62397
S 2.92813 -2.69368 0.90907
N 0.83572 -3.41283 -0.59040
C 1.57377 -3.19626 -1.82465
C 2.35827 -4.43059 -2.24643
H -1.23001 -6.30650 1.66374
H 0.29056 -5.97267 2.51263
H 0.23193 -5.92618 0.74570
H -1.23456 -3.97062 2.61149
H -1.35530 -3.94045 0.88327
H 0.92403 -3.12761 2.56758
H -0.16688 -3.54387 -0.74371
H 2.24219 -2.34786 -1.68382
H 0.82610 -2.92636 -2.56895
H 3.07805 -4.70147 -1.47290
H 2.90353 -4.23560 -3.17342
H 1.68560 -5.27400 -2.41662
O -2.19403 -1.95479 0.15167
S -2.23690 -1.97498 -1.36468
O -1.66519 -3.25803 -1.80432
O -3.57101 -1.72866 -1.86311
S -0.98467 -0.44500 -1.89536
```